(1)
13
Properties=species:S:1:pos:R:3:forces:R:3:lowdin_charge:R:1 method="wB97M-V/def2-TZVPD" homo_lumo_gap_ev=10.74 total_charge=0 smiles=OCCCO e_above_lowest_kj_mol=80.1 energy_ev=-7335.2209
O -0.567 -1.578 0.104 -0.144 -0.117 0.178 -0.082
O -1.548 0.775 -0.972 -0.123 -0.231 0.000 -0.075
C -0.510 1.239 -0.141 0.319 0.238 0.221 -0.283
C 0.688 -0.943 0.374 0.303 0.127 0.076 -0.248
C 0.770 0.420 -0.308 -0.010 -0.016 -0.063 -0.172
H 0.954 0.302 -1.382 -0.019 -0.013 0.116 0.119
H -1.581 -0.183 -0.826 -0.084 0.168 -0.091 0.062
H 1.628 0.960 0.113 -0.119 -0.060 -0.067 0.116
H -0.811 1.239 0.923 0.001 -0.015 -0.159 0.118
H 1.491 -1.601 0.019 -0.094 0.100 0.065 0.114
H 0.817 -0.822 1.457 -0.065 -0.005 -0.141 0.119
H -0.328 2.282 -0.419 -0.007 -0.133 0.040 0.115
H -0.992 -1.783 0.943 0.043 -0.044 -0.174 0.098


(2)
81
Properties=species:S:1:pos:R:3:forces:R:3:lowdin_charge:R:1 method="wB97M-V/def2-TZVPD" homo_lumo_gap_ev=6.97 total_charge=+1 energy_ev=-173101.7437
V 1.309 0.134 -0.349 -1.639 1.346 1.160 0.106
Cl 3.490 1.354 -0.012 0.439 0.179 0.737 0.844
Cl 1.259 -6.080 1.094 0.110 -0.098 -0.025 0.769
Cl 2.904 -4.035 -2.898 0.168 0.324 0.164 0.624
Cl 2.124 -1.508 -4.142 0.434 -0.325 0.258 0.630
Cl 1.217 1.525 -4.824 -0.159 0.108 -0.120 0.704
Cl 2.041 -0.739 1.832 0.553 0.796 1.531 0.807
Cl 4.947 -2.082 -3.686 -0.321 -0.059 0.280 0.629
P -0.311 1.923 -0.254 -0.693 1.190 0.349 0.989
P -0.677 -1.181 0.523 -1.444 -0.264 0.080 0.973
N 1.531 0.856 -1.811 -1.552 -0.398 -0.842 -0.185
N 2.419 -1.195 -0.944 2.475 -2.636 -2.168 -0.042
N 0.852 -3.047 0.438 0.807 -0.758 -0.580 -0.107
N -3.250 -0.499 1.052 -0.122 -0.113 0.188 0.126
N -2.992 2.138 0.208 -0.115 0.125 -0.246 0.139
C -6.484 2.056 1.195 0.214 0.313 -0.181 -0.057
C 1.167 4.193 0.186 -0.049 -0.219 -0.092 -0.087
C -1.220 4.425 0.820 0.013 -0.094 0.159 -0.085
C -0.037 3.465 0.786 -0.030 -0.264 -0.018 -0.691
C 2.556 1.880 -3.802 -0.046 -0.206 0.525 -0.610
C -1.205 -2.323 -1.875 0.120 0.028 0.121 -0.076
C 4.722 2.504 -2.142 0.151 0.035 -0.044 -0.080
C -0.875 -1.620 2.298 0.202 0.019 0.020 -0.209
C -2.781 -3.106 -0.093 0.127 0.053 -0.025 -0.075
C -2.120 -0.040 0.574 -0.058 0.018 -0.011 -0.384
C -5.313 2.513 0.657 -0.301 0.046 0.070 -0.001
C 1.702 -3.418 1.497 0.174 -0.120 0.131 -0.296
C 3.120 -1.667 -1.756 -0.652 0.482 1.594 -0.286
C 3.669 2.527 -4.310 -0.059 -0.031 0.054 -0.089
C 3.309 -2.294 -3.026 -0.002 -0.558 -1.593 -1.532
C -0.359 -3.768 0.067 -0.451 0.260 0.035 -0.225
C 0.290 2.926 2.182 -0.049 0.003 -0.167 -0.094
C 2.495 1.493 -2.443 2.052 1.260 -0.812 -0.446
C -1.351 -2.680 -0.395 0.127 0.275 0.030 -0.598
C -0.780 2.552 -1.904 0.139 -0.140 0.067 -0.219
C 3.441 -3.965 3.646 -0.131 0.051 -0.167 -0.055
C -4.182 1.673 0.635 -0.063 -0.620 0.301 -0.193
C 2.360 -2.398 2.204 0.118 -1.118 -0.073 -0.505
C -1.971 1.318 0.215 -0.133 -0.036 0.142 -0.379
C 3.233 -2.656 3.246 -0.027 0.207 -0.130 -0.080
C -5.513 -0.093 1.700 -0.303 0.097 0.011 -0.002
C 3.627 1.835 -1.655 -0.338 0.156 -1.102 -0.541
C -6.581 0.758 1.732 0.181 -0.345 0.062 -0.057
C 1.953 -4.729 1.921 0.086 0.187 0.079 -0.557
C 4.743 2.838 -3.491 -0.075 -0.131 0.149 -0.060
C 2.793 -4.995 2.995 -0.057 0.027 -0.041 -0.086
C -4.298 0.339 1.131 0.059 0.612 -0.248 -0.192
H 1.155 2.257 2.140 -0.001 0.029 0.079 0.049
H -2.109 3.964 1.240 0.028 0.113 0.012 0.062
H -5.570 -1.094 2.098 0.003 -0.128 0.018 0.117
H -2.973 -4.060 -0.583 0.006 -0.136 -0.097 0.096
H 0.035 3.131 -2.337 -0.051 0.004 -0.046 0.039
H 0.516 3.734 2.876 0.011 0.094 0.016 0.093
H -7.515 0.437 2.167 -0.065 -0.040 0.034 0.111
H -1.453 -3.169 -2.513 -0.016 -0.106 -0.065 0.095
H -0.562 2.370 2.577 -0.013 -0.052 0.121 0.080
H 1.992 3.509 -0.007 0.106 0.073 0.033 0.031
H 4.111 -4.179 4.459 0.115 -0.020 0.163 0.117
H 3.739 -1.842 3.739 0.000 0.101 0.062 0.114
H -0.754 -4.272 0.951 -0.017 0.016 -0.089 0.110
H -2.935 -3.239 0.975 -0.113 -0.020 0.052 0.074
H -7.350 2.699 1.223 -0.070 0.088 -0.019 0.111
H -0.199 -4.511 -0.721 -0.021 0.010 0.140 0.113
H 2.952 -6.016 3.301 -0.006 -0.135 -0.023 0.112
H 5.609 3.327 -3.905 0.083 0.134 -0.047 0.113
H 0.891 4.670 -0.752 0.034 0.071 -0.104 0.082
H -1.457 4.784 -0.180 -0.091 0.037 -0.031 0.080
H -0.960 5.288 1.433 0.093 0.117 0.047 0.092
H 5.541 2.759 -1.487 0.107 -0.005 0.023 0.116
H 1.389 -2.822 -0.397 -0.136 -0.108 0.379 0.076
H -0.212 -2.419 2.623 -0.074 0.047 0.035 0.039
H -1.883 -1.503 -2.122 -0.008 0.020 -0.073 0.088
H -3.505 -2.382 -0.459 0.001 -0.087 -0.001 0.076
H -0.963 1.683 -2.539 0.020 0.129 -0.023 0.039
H 1.511 4.972 0.865 0.025 0.038 0.090 0.096
H -1.691 3.147 -1.823 0.101 0.016 -0.005 0.049
H 3.683 2.790 -5.355 0.006 0.031 -0.125 0.112
H -5.216 3.508 0.253 -0.008 0.128 -0.017 0.118
H -1.917 -1.910 2.432 0.085 -0.002 0.028 0.046
H -0.686 -0.734 2.909 -0.035 -0.066 -0.044 0.052
H -0.190 -1.987 -2.106 0.023 -0.059 -0.140 0.045


(3)
46
Properties=species:S:1:pos:R:3:forces:R:3:lowdin_charge:R:1 method="wB97M-V/def2-TZVPD" homo_lumo_gap_ev=9.66 total_charge=+1 smiles="CNC(=O)[C@@H](CCCNC(N)=[NH2+])NC(=O)[C@@H](C)NC(C)=O" e_above_lowest_kj_mol=31.1 energy_ev=-27927.4671
O 1.998 -0.131 0.164 0.386 0.032 0.199 0.083
O 0.078 3.968 0.535 0.675 -2.370 -0.743 0.037
O -0.586 -2.439 -0.226 1.311 1.181 -1.986 -0.007
N 0.542 -1.513 2.586 3.365 -2.269 0.376 0.214
N -1.373 -0.688 1.802 -3.527 1.973 -0.236 0.144
N -0.382 0.060 3.722 0.032 4.352 5.206 0.233
N 0.165 0.527 -0.990 -1.763 2.780 1.953 0.157
N 1.855 2.754 -0.305 -0.782 -0.507 0.344 0.032
N 0.367 -2.019 -2.397 -2.474 0.578 3.314 0.108
C -1.567 -3.491 -2.066 1.920 -1.021 1.358 0.018
C 2.560 -2.179 -1.617 0.342 -0.384 1.921 -0.054
C 2.753 3.924 -0.220 0.276 -1.875 -0.278 -0.036
C -0.542 -2.520 -1.479 -0.761 -2.096 0.103 -0.421
C 0.540 2.898 0.084 0.772 1.544 -0.677 -0.406
C -2.582 0.330 1.714 3.297 -1.531 -0.600 -0.083
C -1.796 1.936 -0.213 -0.957 -1.457 1.947 -0.122
C 1.481 -1.225 -1.964 2.038 1.004 -1.802 -0.289
C -0.333 1.619 -0.047 0.723 0.150 1.249 -0.177
C 1.266 -0.216 -0.791 -1.443 -1.168 -1.623 -0.484
C -2.783 0.834 0.309 -0.897 1.029 -0.336 -0.157
C -0.445 -0.689 2.721 0.007 -2.107 -3.086 -0.583
H -2.123 2.701 0.453 0.859 1.200 0.577 0.113
H -1.175 -1.174 0.943 0.179 -0.472 -0.280 0.081
H 2.170 1.814 -0.599 -0.085 1.388 0.574 0.112
H 0.352 0.024 4.461 -1.064 -0.189 -1.245 0.177
H 2.304 -2.689 -0.651 0.053 -0.250 -1.198 0.113
H 1.887 -0.666 -2.910 -1.043 -0.463 1.741 0.194
H -3.007 0.077 -0.411 0.391 -1.120 -0.294 0.101
H 3.298 4.032 0.703 -0.434 -0.016 0.809 0.083
H 0.470 -2.303 1.972 0.154 -0.012 -0.354 0.115
H -1.151 -4.535 -2.112 -0.315 0.906 0.771 0.124
H 1.422 -1.383 3.126 -1.306 -0.320 -0.867 0.164
H 0.220 -2.265 -3.344 -0.013 -0.063 -0.768 0.142
H -1.764 -3.338 -3.045 -0.621 0.979 -3.377 0.032
H 2.789 -2.775 -2.473 -0.016 -0.935 -0.179 0.087
H 3.561 3.833 -0.932 -0.200 0.022 -0.700 0.083
H -2.012 2.345 -1.134 -0.763 0.342 -2.398 0.102
H -2.347 1.095 2.415 0.241 1.091 0.250 0.100
H -3.819 1.226 0.450 0.727 0.604 -0.581 0.134
H 3.447 -1.667 -1.356 1.118 0.773 0.146 0.073
H -0.343 1.391 1.039 0.774 -1.089 -0.621 0.138
H -2.496 -3.439 -1.559 -0.595 -0.159 0.844 0.078
H 2.087 4.708 -0.416 -0.263 1.655 -0.162 0.065
H -0.490 0.446 -1.757 0.681 -0.529 -0.198 0.152
H -0.996 0.851 3.766 -0.054 0.215 0.331 0.122
H -3.501 -0.046 2.048 -0.947 -1.395 0.574 0.105


Calculated HOMO in order - -9.99; -10.14; -11.93 eV